A.
DFT (ωB97M-V/def2-TZVPD) results for a 2-piece molecular cluster, C2H7NS overall.

Last column: Löwdin spin population.
Element x y z (Å)
S (-3.46909, -2.95351, -2.11755)  0.0000
H (-3.11857, -2.87047, -3.28907)  0.0000
C (0.77649, 0.52169, 0.11119)  0.1329
C (1.78071, 1.56257, 1.94715)  0.0352
N (0.87428, 1.56536, 1.00107)  0.6989
H (-0.21436, 0.15359, 0.05252)  0.0048
H (1.22746, 0.68231, -0.82892)  0.0141
H (1.46494, -0.34235, 0.41268)  0.0779
H (2.31250, 0.74845, 2.32256)  0.0228
H (1.71647, 2.38316, 2.62366)  0.0134
H (-3.35083, -1.45080, -2.23529)  0.0000

Values from the calculation:
molecular weight: 77.15 g/mol
charge: +1
⟨S²⟩: 0.7631
Kohn-Sham gap (spin up / spin down): 0.2123 / 0.0845 hartree
spin multiplicity: 2

***

B.
DFT (ωB97M-V/def2-TZVPD) results for an isolated ion of composition C2H7NS and charge +1.

Last column: Löwdin spin population.
Element x y z (Å)
C (-1.48564, 0.59732, 0.51992)  0.0873
S (-0.04356, 0.06885, 1.36154)  0.7205
H (-2.28050, -0.08642, 0.84843)  0.0347
H (-1.74605, 1.61302, 0.79044)  0.0089
H (-1.38110, 0.47569, -0.55505)  0.0029
C (0.86108, -0.83508, 0.01424)  0.0310
N (1.30868, -0.00669, -1.04345)  0.1054
H (1.69056, -1.31582, 0.54576)  0.0004
H (0.16676, -1.63254, -0.26803)  0.0065
H (0.67927, 0.72891, -1.33547)  0.0016
H (2.23051, 0.39276, -0.87833)  0.0007

Values from the calculation:
molecular weight: 77.15 g/mol
charge: +1
⟨S²⟩: 0.7537
Kohn-Sham gap (spin up / spin down): 0.4337 / 0.2354 hartree
spin multiplicity: 2

***

Most stable: B

***

A.
DFT (ωB97M-V/def2-TZVPD) results for a 2-piece molecular cluster, C3H8O4 overall.

Last column: Löwdin charge in e.
Element x y z (Å)
O (0.12016, -0.94026, 1.56437)  0.1093
C (0.05796, -1.24980, 0.41206)  -0.5412
O (-0.91115, -2.04762, -0.11527)  0.0920
C (0.96639, -0.74710, -0.69082)  -0.0804
C (0.84573, 0.80355, -0.91190)  -0.1699
O (0.93511, 1.45702, 0.37668)  -0.1126
H (-1.45333, -2.39348, 0.61398)  0.1274
H (0.71671, -1.37334, -1.56336)  0.1154
H (1.90704, -1.27711, -0.44961)  0.1303
H (-0.23278, 0.93463, -1.07961)  0.1040
H (1.66274, 1.33077, -1.41553)  0.1211
H (1.29594, 0.89604, 1.04804)  0.0533
O (-1.80567, 1.24442, 0.58733)  -0.0408
H (-2.29402, 1.24691, 1.41903)  0.0542
H (-1.81081, 2.11539, 0.20460)  0.0379

Values from the calculation:
molecular weight: 108.09 g/mol
SMILES string: O=C(O)CCO.O
Kohn-Sham gap: 0.3853 hartree

***

B.
DFT (ωB97M-V/def2-TZVPD) results for a 2-piece molecular cluster, C3H8O4 overall.

Last column: Löwdin charge in e.
Element x y z (Å)
O (-1.46265, 0.46815, 0.02526)  0.0859
C (-0.47864, 0.94030, -0.47946)  -0.5144
O (0.14059, 2.03407, 0.08520)  0.1034
C (0.28285, 0.25730, -1.58769)  -0.0745
C (1.02034, -0.98718, -1.01174)  -0.2307
O (2.13781, -0.63873, -0.18699)  -0.0485
H (-0.56785, 2.15310, 0.74708)  0.1210
H (0.97424, 0.94101, -2.06269)  0.1196
H (-0.44943, -0.14181, -2.30449)  0.1306
H (1.41043, -1.51905, -1.87216)  0.1124
H (0.27762, -1.59852, -0.50188)  0.1204
H (1.78615, -0.79822, 0.69874)  0.0908
O (-1.35774, -0.47203, 3.03108)  -0.0637
H (-1.67951, -0.81845, 2.19118)  0.0166
H (-2.03422, 0.18006, 3.22857)  0.0311

Values from the calculation:
molecular weight: 108.09 g/mol
SMILES string: O=C(O)CCO.O
Kohn-Sham gap: 0.4147 hartree

***

Most stable: B